Density functional theory data (ωB97M-V/def2-TZVPD) for a molecular structure, C37H58Br5CaCl2F12N7O14PS3.

Net charge: -1
Gap between HOMO and LUMO in hartree: 0.116
Electronic energy in hartree: -20083.0803

Positions of all 140 atoms, in Å:
C  3.746  0.032  5.313
N  3.638  0.410  3.888
C  4.943  0.700  3.265
C  2.831  -0.483  3.144
O  1.869  -0.969  3.715
C  3.029  -0.850  1.647
C  3.032  -2.391  1.334
C  1.654  -3.140  1.317
C  0.840  -3.032  -0.016
O  1.339  -3.846  -1.077
C  -0.626  -3.566  0.321
N  -1.501  -3.338  -0.864
C  3.949  -2.464  0.020
C  3.497  -1.650  -1.267
C  4.357  -0.318  -1.562
C  3.454  0.879  -2.034
C  2.426  1.325  -0.947
C  1.513  2.540  -1.396
C  0.028  2.214  -0.998
C  -0.155  2.008  0.561
S  -1.256  0.538  0.750
C  -2.083  0.624  2.330
N  -3.135  1.366  2.643
N  -3.506  1.181  3.923
C  -2.660  0.259  4.406
O  -1.753  -0.108  3.471
C  4.240  -3.995  -0.074
N  4.216  -4.416  1.183
C  4.415  -5.880  1.302
C  3.086  -6.616  0.822
C  2.345  -7.378  1.964
F  2.074  -6.621  3.088
Br  0.565  -7.856  1.198
C  3.029  -8.747  2.383
F  3.259  -9.516  1.285
F  4.125  -8.554  3.174
Br  1.746  -9.784  3.501
C  3.982  -3.360  2.190
C  3.575  -3.740  3.643
C  4.642  -4.625  4.420
C  6.109  -4.236  4.140
F  7.070  -5.106  3.689
C  6.496  -2.945  4.389
F  7.160  -2.285  3.399
F  6.196  -2.353  5.565
H  4.585  0.644  5.738
H  4.005  -1.042  5.457
H  2.831  0.352  5.862
H  5.675  -0.146  3.294
H  4.852  1.101  2.223
H  5.400  1.540  3.852
H  3.922  -0.404  1.161
H  2.144  -0.424  1.100
H  1.023  -2.648  2.107
H  1.701  -4.218  1.594
H  0.711  -1.954  -0.295
H  0.733  -4.578  -1.271
H  -0.543  -4.671  0.490
H  -1.030  -3.040  1.215
H  -1.636  -4.232  -1.342
H  -0.965  -2.754  -1.510
H  4.969  -2.030  0.241
H  2.432  -1.341  -1.272
H  3.651  -2.311  -2.161
H  5.022  -0.018  -0.683
H  5.054  -0.556  -2.414
H  4.097  1.760  -2.302
H  2.904  0.577  -2.961
H  2.976  1.675  -0.035
H  1.712  0.490  -0.731
H  1.829  3.510  -0.946
H  1.535  2.639  -2.509
H  -0.259  1.245  -1.487
H  -0.682  2.991  -1.360
H  0.812  1.808  1.090
H  -0.572  2.946  0.994
H  -2.760  -0.104  5.445
H  4.419  -4.604  -0.980
H  4.766  -6.224  2.296
H  5.197  -6.175  0.559
H  3.322  -7.386  0.040
H  2.352  -5.922  0.356
H  4.980  -2.806  2.177
H  2.568  -4.224  3.621
H  3.442  -2.820  4.268
H  4.467  -4.415  5.511
H  4.445  -5.722  4.306
C  -4.566  -5.369  2.055
N  -3.198  -5.929  2.226
O  -3.004  -6.663  3.174
O  -2.365  -5.608  1.397
H  -5.196  -5.737  2.859
H  -4.484  -4.285  2.093
H  -4.938  -5.702  1.089
C  8.594  3.587  -4.537
C  7.187  3.960  -4.103
O  6.731  3.239  -2.968
C  7.481  3.401  -1.776
C  7.523  4.832  -1.270
H  8.673  2.511  -4.701
H  8.856  4.105  -5.461
H  9.334  3.860  -3.783
H  6.495  3.723  -4.913
H  7.102  5.038  -3.929
H  8.492  3.000  -1.906
H  6.995  2.776  -1.022
H  8.049  5.490  -1.964
H  8.037  4.881  -0.309
H  6.511  5.226  -1.149
C  -6.030  3.363  2.307
Cl  -6.762  2.429  0.995
Cl  -5.813  5.049  1.848
H  -6.677  3.310  3.178
H  -5.058  2.940  2.541
C  -9.747  2.380  -2.226
Br  -11.541  3.089  -2.076
Br  -9.688  0.525  -1.645
Br  -9.026  2.597  -4.002
H  -9.115  2.953  -1.554
C  -15.424  8.754  -5.828
F  -16.034  9.875  -5.408
F  -16.316  7.752  -5.694
F  -15.216  8.897  -7.152
S  -13.870  8.424  -4.915
O  -14.288  8.275  -3.544
O  -13.047  9.575  -5.184
N  -13.481  7.090  -5.677
S  -12.122  6.423  -5.190
O  -12.141  5.833  -3.875
O  -10.913  7.121  -5.533
C  -12.161  4.991  -6.332
F  -12.166  5.373  -7.626
F  -13.261  4.230  -6.159
F  -11.103  4.184  -6.170
Ca  6.819  -1.861  -0.539
O  -5.709  6.192  -3.406
P  -5.603  5.935  -1.905
O  -5.825  7.251  -1.162
O  -4.216  5.392  -1.556
O  -6.660  4.909  -1.498